The molecule C25H33N3O3, computed with ωB97M-V with the def2-TZVPD basis set.

The calculation puts the gap between HOMO and LUMO at 8.61 eV. The calculation puts the relative energy (zero: lowest compared OMol25 entry of this formula, charge and spin) at 358.6 kJ/mol. The HOMO energy comes out at -7.8756 eV. Its SMILES is COc1cc(CN2CCN(Cc3cn(C)c4ccccc34)C[C@H]2CCO)cc(OC)c1.

Structure (ORCA input):
```
! wB97M-V def2-TZVPD RIJCOSX def2/J DEFGRID3
* xyz 0 1
C 5.30638 1.81230 0.66476
O 4.87738 0.73741 -0.13244
C 3.67542 0.83847 -0.77190
C 2.81810 1.92955 -0.67796
C 1.60618 1.92506 -1.35943
C 0.63377 3.06572 -1.15853
N -0.28832 2.89129 -0.03210
C 0.44543 2.93020 1.22634
C -0.48520 2.83548 2.43801
N -1.32088 1.65341 2.40327
C -0.58411 0.42715 2.72602
C -1.32285 -0.81189 2.34722
C -2.48597 -1.28661 2.88519
N -2.88722 -2.42513 2.24489
C -4.05732 -3.19742 2.54738
C -1.97454 -2.71527 1.26975
C -1.93606 -3.76266 0.35605
C -0.87503 -3.80915 -0.52166
C 0.13599 -2.84389 -0.49326
C 0.10364 -1.80151 0.40674
C -0.96596 -1.71904 1.30307
C -2.03403 1.65571 1.14687
C -1.14883 1.70763 -0.11267
C -2.07020 1.74900 -1.33981
C -2.77922 0.41789 -1.62105
O -1.89934 -0.62019 -1.97972
C 1.26736 0.84587 -2.16456
C 2.12865 -0.24199 -2.27500
O 1.89380 -1.33954 -3.04354
C 0.76321 -1.34534 -3.88869
C 3.32222 -0.24785 -1.56237
H 5.42322 2.72936 0.07766
H 6.27573 1.51552 1.06253
H 4.61870 1.99984 1.49665
H 3.08442 2.79377 -0.09005
H 1.18527 3.98948 -0.96084
H 0.04527 3.22446 -2.06278
H 0.98447 3.88090 1.26721
H 1.18845 2.11650 1.28456
H 0.10696 2.83399 3.35627
H -1.14990 3.70401 2.45171
H 0.40290 0.39196 2.24197
H -0.42198 0.45018 3.81101
H -3.06721 -0.87610 3.68875
H -3.78286 -4.21124 2.85099
H -4.71153 -3.26227 1.67392
H -4.60216 -2.72184 3.36083
H -2.70901 -4.51629 0.33689
H -0.81566 -4.60945 -1.24358
H 0.95665 -2.92006 -1.18960
H 0.90206 -1.07232 0.42161
H -2.67221 0.77327 1.11258
H -2.67331 2.54435 1.15115
H -0.53279 0.79165 -0.15319
H -2.82222 2.52596 -1.19406
H -1.50343 2.00078 -2.23402
H -3.39710 0.11463 -0.76604
H -3.43852 0.54666 -2.48428
H -1.37380 -0.87288 -1.20800
H 0.33573 0.85508 -2.70426
H -0.17255 -1.29019 -3.32564
H 0.80657 -0.52274 -4.60969
H 0.80670 -2.29283 -4.42358
H 3.98682 -1.09215 -1.63610
*
```


A structure of composition CH3O4P, computed with ωB97M-V with the def2-TZVPD basis set.

The calculation puts the gap between HOMO and LUMO at 6.15 eV. The calculation puts the relative energy (zero: lowest compared OMol25 entry of this formula, charge and spin) at 71.8 kJ/mol. The HOMO energy comes out at 1.1982 eV.

Structure (ORCA input):
```
! wB97M-V def2-TZVPD RIJCOSX def2/J DEFGRID3
* xyz -2 1
C 0.02913 -0.28052 0.02969
O -2.84414 -0.42986 1.34238
O -2.26419 1.56084 -0.19858
O -2.88558 -0.70578 -1.13483
O 0.55490 1.06106 0.02135
P -2.35681 0.07385 0.02937
H 0.61335 -0.83758 0.84826
H 0.09808 -0.62910 -0.91662
H -0.22060 1.58818 0.04022
*
```


A structure of composition C34H53N4OP2SSr, computed with ωB97M-V with the def2-TZVPD basis set.

The calculation puts the gap between HOMO and LUMO (spin up / spin down) at 4.50 / 4.32 eV. The calculation puts the relative energy (zero: lowest compared OMol25 entry of this formula, charge and spin) at 488.0 kJ/mol. The HOMO energy (spin up / spin down) comes out at -7.2052 / -6.9944 eV.

Structure (ORCA input):
```
! wB97M-V def2-TZVPD RIJCOSX def2/J DEFGRID3
* xyz 1 1
C 1.57377 0.76005 -2.37609
C 0.02540 -0.93978 -2.51162
C 1.76323 0.75349 -3.76095
C -0.10663 -0.72348 -3.92213
C 0.84189 0.08798 -4.56055
H 2.61190 1.30557 -4.15095
H -0.86448 -1.24877 -4.49639
H 0.96075 0.14631 -5.64054
N 0.53085 0.09426 -1.78836
P 1.91197 2.40063 -0.16850
P -1.70099 -2.41550 -0.51318
C 2.67048 1.44874 -1.53619
H 3.42599 0.70239 -1.21216
H 3.16573 2.11416 -2.24552
C -0.34946 -2.21532 -1.83747
H -0.96766 -2.82953 -2.62460
C -1.82511 -4.30312 -0.54072
C -3.54864 -1.58495 0.04498
C 3.23409 2.35982 1.20175
C 1.64122 4.09176 -1.06566
C -1.36240 -4.78431 0.84573
H -2.02472 -4.44912 1.65403
H -1.37276 -5.88356 0.80788
H -0.33922 -4.44827 1.04651
C -3.24919 -4.83497 -0.80733
H -3.97113 -4.58422 -0.02043
H -3.63966 -4.51064 -1.78105
H -3.18742 -5.93465 -0.83986
C -0.88060 -5.01995 -1.57755
H -0.86570 -6.09910 -1.32645
H -1.20117 -4.89456 -2.63177
H 0.15224 -4.65082 -1.48423
C -4.05103 -2.25547 1.33018
H -3.36594 -2.05647 2.16633
H -5.03232 -1.83093 1.60984
H -4.18763 -3.33807 1.25306
C -3.39344 -0.07527 0.35263
H -2.88897 0.07270 1.33089
H -2.89906 0.48188 -0.46606
H -4.39017 0.38508 0.47456
C -4.48786 -1.78685 -1.15268
H -4.70411 -2.84600 -1.33661
H -5.46111 -1.28787 -0.98794
H -4.05222 -1.36719 -2.07103
C 1.42209 5.17872 -0.00937
H 1.19721 6.13081 -0.51013
H 0.57610 4.95173 0.64577
H 2.31052 5.34561 0.61085
C 0.38006 3.91684 -1.93068
H 0.49650 3.11951 -2.67715
H -0.50398 3.69329 -1.32068
H 0.18324 4.85171 -2.47592
C 2.80182 4.51723 -1.99177
H 2.61377 5.55621 -2.32587
H 3.78380 4.51175 -1.49037
H 2.86860 3.91225 -2.91244
C 3.63456 0.89218 1.48507
H 4.26446 0.47156 0.68784
H 4.22025 0.86743 2.41951
H 2.76238 0.22987 1.62867
C 2.61605 2.96115 2.48418
H 1.76536 2.35895 2.84675
H 3.38520 2.96425 3.27279
H 2.27241 3.99588 2.34212
C 4.46652 3.16129 0.76481
H 4.88766 2.79422 -0.18266
H 4.26373 4.23822 0.67422
H 5.24408 3.04168 1.53642
Sr -0.47232 0.57243 0.65239
C -1.86670 3.14867 0.67597
O -2.28756 4.20964 0.77591
N -0.02404 -1.88318 0.80357
C 0.43276 -2.28459 -0.38143
C 1.72295 -2.84029 -0.71587
C 2.50032 -3.13419 0.39984
C 2.13871 -3.23984 -1.99961
C 3.63978 -3.92186 0.26771
H 2.14821 -2.82327 1.38919
C 3.30865 -4.01540 -2.12382
H 1.49930 -3.01864 -2.86923
C 4.05969 -4.36258 -0.99143
H 4.20051 -4.24235 1.13755
H 3.58617 -4.38254 -3.12077
H 4.94543 -4.99865 -1.10328
S -1.02474 0.25927 3.47542
C -2.14824 1.49032 3.82764
N -3.37399 1.32542 4.34112
C -4.04541 2.57631 4.67566
C -3.01571 3.63011 4.27272
N -1.94230 2.84029 3.65422
H -3.70259 0.40801 4.65110
H -4.28458 2.61434 5.74367
H -4.97347 2.67516 4.09954
H -2.63353 4.17632 5.14173
H -3.41085 4.34478 3.54871
H -1.02759 3.20789 3.51600
*
```


The molecule C2HN3O2, computed with ωB97M-V with the def2-TZVPD basis set.

The calculation puts the gap between HOMO and LUMO (spin up / spin down) at 8.04 / 8.04 eV. The calculation puts the relative energy (zero: lowest compared OMol25 entry of this formula, charge and spin) at 517.8 kJ/mol. The HOMO energy (spin up / spin down) comes out at -10.1491 / -10.1501 eV.

Structure (ORCA input):
```
! wB97M-V def2-TZVPD RIJCOSX def2/J DEFGRID3
* xyz 0 1
C 0.46259 -0.32687 -0.56010
C -0.30666 -0.95768 0.59081
N -0.90470 0.22736 1.24337
N -0.65460 1.27724 0.78493
N 0.32576 1.02480 -0.44961
O 0.78399 1.89712 -1.16440
O -0.49180 -2.08641 0.90590
H 0.78542 -1.05556 -1.35089
*
```